(1)
DFT (ωB97M-V/def2-TZVPD) results for a structure of composition C21H31N2SeTl at a distorted geometry.

The geometry in XYZ format:
```
56
Properties=species:S:1:pos:R:3:forces:R:3:lowdin_charge:R:1
C 0.54040 -3.51050 -1.42901 -1.18 -3.01 1.50 -0.2425
H 0.04790 -4.48219 -1.56459 0.24 0.02 0.00 0.0924
H 0.49779 -3.02698 -2.41831 -0.41 0.41 0.62 0.0611
H -0.44334 -3.07291 -0.42703 2.27 -4.11 -2.45 0.0155
C 1.95046 -3.69382 -0.84620 -0.17 0.52 0.59 -0.3224
H 2.53791 -2.78020 -1.00663 -0.01 -0.04 0.04 0.0943
H 1.87616 -3.81821 0.24332 -0.01 -0.02 -0.24 0.1171
C 2.71055 -4.88690 -1.42604 -0.09 -0.10 -0.31 -0.0819
H 3.68865 -4.98550 -0.94566 -0.19 0.09 -0.06 0.0910
H 2.16222 -5.81990 -1.26570 0.05 0.14 -0.01 0.0895
H 2.87771 -4.77091 -2.50170 -0.03 -0.04 0.12 0.0853
C 0.70326 2.15166 -1.48898 0.30 0.12 0.20 -0.1609
C 1.98097 1.57520 -1.70495 -0.02 0.32 0.20 -0.1530
C 1.86633 0.63743 -2.76464 0.42 -0.03 -0.09 -0.1573
C 0.51710 0.63876 -3.20545 -0.35 -0.28 -0.41 -0.2035
C -0.20316 1.57868 -2.41864 -0.27 0.27 -0.03 -0.1709
C -1.62154 1.96423 -2.58723 -0.37 -0.15 -0.02 0.0121
C -0.01372 -0.14648 -4.34232 -0.28 -0.21 -0.22 0.0001
C 2.96762 -0.14326 -3.36926 0.31 -0.26 0.10 0.0141
C 3.21284 1.94553 -0.98155 0.36 -0.15 0.07 0.0097
C 0.40090 3.19729 -0.49151 -0.31 0.24 0.23 -0.0009
Tl -0.17240 -1.41236 -0.59113 -1.01 5.70 -0.64 0.7820
H -1.11051 -0.16349 -4.34215 0.31 -0.03 -0.04 0.0888
H 0.30517 0.28694 -5.30561 -0.03 -0.11 0.26 0.1242
H 0.34501 -1.18722 -4.32521 -0.03 0.31 -0.05 0.0891
H -2.18042 1.20437 -3.14669 0.12 0.24 0.14 0.0911
H -2.12052 2.11318 -1.61922 0.16 0.03 -0.25 0.0849
H -1.71028 2.91234 -3.14420 0.08 -0.21 0.16 0.1286
H 0.80133 2.92986 0.49827 0.02 0.10 -0.33 0.0744
H 0.84358 4.16295 -0.79021 -0.05 -0.27 0.09 0.1249
H -0.68051 3.35222 -0.39089 0.28 0.02 -0.04 0.0895
H 4.02897 1.25417 -1.21704 -0.13 0.23 0.12 0.0883
H 3.54600 2.95608 -1.26825 -0.14 -0.19 0.12 0.1255
H 3.05331 1.93848 0.10564 -0.01 0.10 -0.20 0.0821
H 2.66672 -1.18220 -3.57130 0.04 0.28 -0.04 0.0945
H 3.28637 0.29352 -4.33092 -0.15 -0.10 0.22 0.1262
H 3.84558 -0.16285 -2.71275 -0.19 -0.03 -0.24 0.0886
C -2.42260 0.58058 1.24009 0.06 0.05 0.08 -0.0371
N -1.77746 0.58911 2.54980 0.87 -0.15 -0.65 -0.0649
C -0.43168 0.43369 2.77221 -1.92 0.35 1.84 -0.6443
Se 0.90194 0.06169 1.53424 0.61 0.36 0.89 0.6443
N -0.29693 0.55630 4.13572 0.75 -0.14 -0.78 0.1312
C -1.53032 0.73263 4.76805 0.08 -0.24 -0.26 -0.1759
C -1.89411 0.77348 6.10796 -0.36 0.16 0.30 0.0152
C -3.26815 0.80582 6.39602 0.47 0.01 -0.44 -0.0405
C -4.23172 0.77347 5.36251 0.47 0.07 -0.54 -0.0416
C -3.84407 0.73929 4.01303 0.09 0.12 0.48 0.0124
C -2.47286 0.73623 3.75266 -0.28 -0.24 0.04 -0.1614
H -2.69193 -0.44120 0.93431 0.01 0.27 0.13 0.0884
H -1.74795 1.02282 0.49228 -0.17 -0.15 0.31 0.0428
H -3.33261 1.18698 1.30843 0.22 -0.17 -0.09 0.1069
H 0.59768 0.48765 4.62002 -0.38 -0.02 -0.35 0.1742
H -1.11587 0.78580 6.87207 -0.41 -0.04 -0.03 0.1265
H -3.61402 0.85096 7.42825 0.20 -0.05 -0.27 0.1199
H -5.28839 0.77385 5.62451 0.27 0.01 -0.12 0.1183
H -4.54339 0.70381 3.18159 -0.11 0.00 0.37 0.1139
```
Forces are in eV/Å.

Properties
calculated total energy	-95281.721	eV
2S+1	1
Kohn-Sham gap (spin up / spin down)	5.123 / 5.061	eV
charge	+2

=====

(2)
DFT (ωB97M-V/def2-TZVPD) results for an isolated molecule of C21H31N3O4.

The geometry in XYZ format:
```
59
Properties=species:S:1:pos:R:3:forces:R:3:nbo_charge:R:1
C -4.86071 -3.27196 -0.86010 -0.14 -0.23 -0.03 -0.2505
H -5.87331 -2.92966 -1.06848 0.06 -0.08 0.01 0.2004
O -4.10822 -2.10769 -0.62258 0.39 0.33 0.06 -0.4933
C -2.77755 -2.23793 -0.35879 -0.02 0.29 0.04 0.2582
C -2.09414 -3.44431 -0.25915 -0.24 -0.02 -0.06 -0.3039
C -0.74148 -3.46596 0.03186 0.24 0.14 0.02 -0.1460
C -0.02982 -2.28897 0.22010 -0.30 -0.15 0.07 -0.1484
C -0.71204 -1.08084 0.13432 -0.19 -0.14 -0.13 -0.2458
C -2.06136 -1.04318 -0.16746 -0.07 -0.04 0.00 0.3006
O -2.67463 0.18051 -0.33668 0.14 -0.34 -0.28 -0.5535
C -3.42498 0.67340 0.76722 -0.49 0.17 0.63 0.1057
C -2.54463 0.95714 1.99502 0.07 0.05 -0.36 -0.4403
H -1.82550 0.14555 2.11068 -0.05 0.01 0.10 0.2279
C -1.81929 2.30368 1.82515 0.21 -0.15 0.34 -0.2342
N -1.68774 2.63966 0.42282 -0.03 0.15 0.26 -0.4352
C -0.50095 2.47475 -0.19579 -0.05 0.26 -0.31 0.7066
O 0.49851 2.11887 0.41241 0.33 -0.17 0.15 -0.6703
C -0.44555 2.76990 -1.67810 0.18 -0.08 0.12 -0.7170
H -0.85938 3.74909 -1.90427 -0.09 0.04 -0.09 0.2257
H 0.59499 2.73958 -1.99197 -0.01 0.00 0.06 0.2386
H -0.99636 2.00550 -2.22338 -0.11 -0.01 -0.10 0.2362
C -2.94737 2.91462 -0.23288 -0.24 0.15 -0.22 -0.2087
H -3.22691 3.96358 -0.06525 -0.01 -0.08 -0.11 0.1932
C -4.05329 1.98694 0.30140 0.28 -0.37 -0.10 -0.4305
H -4.77619 1.79498 -0.48997 -0.07 0.04 0.02 0.2266
H -4.57543 2.43744 1.14575 -0.04 0.00 0.01 0.2093
H -2.84058 2.74943 -1.30195 0.00 0.08 0.07 0.2189
H -2.38226 3.10618 2.31229 0.04 -0.01 0.00 0.1891
H -0.81749 2.26355 2.25464 -0.18 0.10 0.00 0.2510
H -3.16969 0.98222 2.88795 -0.02 -0.06 0.02 0.2153
H -4.20422 -0.05619 1.03074 0.13 0.11 -0.10 0.1947
H -0.20884 -0.14730 0.31970 0.08 0.19 -0.01 0.2430
C 1.40026 -2.37702 0.64628 -0.03 -0.07 0.06 0.6700
O 1.74356 -3.21040 1.47327 -0.03 -0.23 0.07 -0.6369
N 2.28152 -1.51057 0.10363 0.20 0.05 0.05 -0.4306
C 2.01399 -0.57613 -0.97212 -0.04 0.39 -0.44 -0.2556
H 1.60984 0.36278 -0.57616 -0.04 -0.09 -0.13 0.2232
C 3.33549 -0.25719 -1.67628 -0.23 -0.21 -0.01 -0.2220
N 4.26932 0.42377 -0.79754 0.02 -0.05 -0.01 -0.4517
C 4.08572 1.86165 -0.78942 0.01 0.00 -0.03 -0.4176
H 4.85765 2.31203 -0.16822 0.02 0.11 0.02 0.1983
H 4.20330 2.23971 -1.80447 0.02 0.10 -0.01 0.1944
H 3.10491 2.17164 -0.40074 -0.04 0.02 0.01 0.1872
C 4.25172 -0.12516 0.56297 0.34 -0.19 0.12 -0.0560
C 5.67779 -0.16544 1.11131 -0.37 0.01 0.02 -0.6011
H 6.29573 -0.80025 0.48199 0.07 -0.07 -0.08 0.2092
H 5.68267 -0.55769 2.12480 0.06 -0.02 0.18 0.2056
H 6.11028 0.83075 1.12112 0.09 0.10 0.01 0.2095
C 3.65163 -1.52923 0.58195 0.14 0.07 0.30 -0.2310
H 3.63393 -1.92149 1.60134 0.10 0.06 -0.17 0.2472
H 4.26310 -2.20714 -0.02562 0.03 0.01 0.08 0.1910
H 3.63241 0.51175 1.21719 -0.02 -0.06 -0.05 0.1809
H 3.79810 -1.18321 -2.03266 -0.12 0.04 -0.10 0.1939
H 3.14512 0.37480 -2.54527 0.00 -0.05 0.00 0.2070
H 1.29124 -1.00768 -1.66939 0.06 0.07 0.02 0.2131
H -0.22508 -4.40903 0.12517 0.04 -0.08 0.04 0.2309
H -2.61269 -4.37945 -0.40048 -0.08 -0.06 -0.03 0.2216
H -4.87382 -3.92810 0.01628 0.01 0.02 -0.05 0.1773
H -4.48129 -3.82631 -1.72414 -0.01 0.01 0.04 0.1787
```
Forces are in eV/Å.

Properties
calculated total energy	-34940.696	eV
2S+1	1
Kohn-Sham gap	8.816	eV
charge	0
relative energy (zero: lowest compared OMol25 entry of this formula, charge and spin)	200.3	kJ/mol
SMILES	COc1ccc(C(=O)N2CCN(C)[C@H](C)C2)cc1OC1CCN(C(C)=O)CC1

=====

(3)
DFT (ωB97M-V/def2-TZVPD) results for an isolated molecule of C21H31N5O3.

The geometry in XYZ format:
```
60
Properties=species:S:1:pos:R:3:forces:R:3:nbo_charge:R:1
C -5.90736 1.19156 4.91322 -0.01 -0.03 -0.01 -0.6150
C -4.42522 1.24669 5.27045 0.01 0.04 0.02 -0.3885
C -3.50893 1.69490 4.13104 -0.02 -0.02 -0.01 -0.2071
C -3.91451 2.97902 3.40017 0.01 0.01 0.01 -0.4109
C -3.07957 2.91325 2.12720 0.02 -0.04 0.02 -0.4072
C -3.27899 1.45121 1.67335 -0.03 0.05 0.00 0.1608
O -4.51042 1.33076 0.99057 -0.01 0.03 0.01 -0.7289
C -2.17802 1.01128 0.70989 0.01 -0.06 -0.03 0.6739
O -2.43884 0.82495 -0.47381 0.03 0.01 0.03 -0.6592
N -0.93136 0.87881 1.20265 -0.01 0.04 0.00 -0.6085
C 0.18533 0.52694 0.34417 -0.01 -0.02 -0.01 -0.2315
C 0.16287 -0.95894 -0.00805 0.02 0.00 0.02 -0.2324
N 1.22812 -1.29875 -0.93897 0.00 0.00 -0.04 -0.4229
C 2.46957 -1.40859 -0.41318 0.00 0.00 0.04 0.6702
O 2.69213 -1.26567 0.78264 -0.01 0.00 -0.04 -0.6297
C 3.62468 -1.71199 -1.32814 -0.02 -0.01 0.01 -0.0693
C 4.41027 -2.83348 -1.11285 -0.01 0.00 0.02 -0.2418
C 5.54322 -3.07489 -1.89599 0.01 -0.02 0.02 0.0379
N 5.96956 -2.27564 -2.87013 0.01 0.00 -0.02 -0.4325
C 5.20827 -1.20873 -3.04461 -0.02 0.01 -0.02 0.3078
C 4.04634 -0.85935 -2.34235 0.03 0.02 0.02 0.0531
N 3.53378 0.33096 -2.82660 -0.04 -0.01 -0.04 -0.4705
C 4.35893 0.66611 -3.77870 0.02 0.02 0.04 0.2377
N 5.39103 -0.20617 -3.96949 0.00 0.00 -0.02 -0.3573
C 6.48282 -0.10993 -4.91382 0.01 -0.01 0.00 -0.4013
C 0.87061 -1.60211 -2.33286 0.02 0.01 0.00 -0.0311
C 0.13818 -0.43149 -2.97786 0.00 0.00 0.02 -0.6344
C 0.07308 -2.89951 -2.41679 -0.02 -0.01 0.00 -0.6175
C -3.36620 0.65690 2.99729 0.02 -0.01 -0.01 -0.4298
H -6.47711 0.71185 5.70961 0.00 0.00 0.00 0.2119
H -6.32074 2.19014 4.77065 0.00 0.00 0.00 0.2040
H -6.08497 0.62971 3.99428 0.00 0.00 0.00 0.2077
H -4.28900 1.92060 6.12117 0.00 0.00 0.00 0.2015
H -4.09266 0.26119 5.61070 0.00 0.00 0.00 0.1998
H -2.51351 1.86723 4.55781 0.00 0.00 0.00 0.1924
H -4.97146 2.94744 3.13054 -0.01 0.01 0.00 0.2146
H -3.73906 3.87817 3.99288 0.00 0.00 -0.01 0.2122
H -3.38163 3.60288 1.34015 -0.01 0.00 0.00 0.2275
H -2.02620 3.09558 2.36461 -0.01 0.01 -0.01 0.1945
H -4.27514 1.20633 0.05529 0.01 -0.01 -0.01 0.4979
H -0.77419 1.02326 2.18462 0.00 -0.01 -0.01 0.4035
H 0.12567 1.11868 -0.56955 0.01 0.00 0.00 0.2147
H 1.11310 0.76677 0.85919 0.00 0.01 0.00 0.2261
H 0.27868 -1.54949 0.90201 -0.01 0.01 -0.01 0.2205
H -0.79439 -1.20015 -0.46404 0.00 0.00 0.00 0.2187
H 4.15467 -3.52212 -0.31910 0.00 0.00 0.00 0.2311
H 6.13823 -3.96231 -1.71446 -0.01 0.01 0.00 0.1960
H 4.26747 1.55531 -4.38570 0.00 -0.01 0.00 0.1989
H 6.28424 0.71009 -5.59989 -0.01 0.00 0.00 0.2119
H 7.42317 0.07208 -4.39502 0.00 0.00 0.00 0.2144
H 6.56755 -1.03834 -5.47516 0.00 0.00 0.00 0.2219
H 1.80683 -1.75025 -2.86603 -0.01 0.00 0.00 0.2165
H -0.10106 -0.67439 -4.01434 0.00 -0.01 0.00 0.2122
H -0.79860 -0.20819 -2.46240 0.00 0.00 0.00 0.2234
H 0.77158 0.45467 -2.96902 0.00 0.01 0.00 0.2329
H -0.11813 -3.14989 -3.46096 0.00 0.00 0.00 0.2155
H 0.62299 -3.72345 -1.95992 0.00 0.00 0.00 0.2128
H -0.89367 -2.80967 -1.91828 0.00 -0.01 0.00 0.2074
H -2.50760 0.00220 3.15645 0.00 0.00 0.00 0.2085
H -4.24446 0.01597 2.92548 0.00 0.00 0.00 0.2351
```
Forces are in eV/Å.

Properties
calculated total energy	-35875.338	eV
2S+1	1
Kohn-Sham gap	9.633	eV
charge	0
relative energy (zero: lowest compared OMol25 entry of this formula, charge and spin)	6.1	kJ/mol
SMILES	CC[C@@H]1CC[C@@](O)(C(=O)NCCN(C(=O)c2ccnc3c2ncn3C)C(C)C)C1